8 unconnected molecules or ions with the total composition C16H48O16S4 at a distorted geometry, computed with ωB97M-V/def2-TZVPD.

Last column: Mulliken spin population.
Cartesian coordinates (Å):
C (16.812, -8.614, 24.461)  0.0000
S (17.082, -7.457, 23.158)  -0.0017
H (15.234, -1.188, 21.900)  0.0000
O (17.962, -6.402, 23.552)  0.0013
H (19.194, -3.721, 22.135)  0.0007
O (18.810, -9.620, 20.229)  0.3335
H (16.083, -1.321, 20.321)  0.0000
C (14.034, -10.664, 21.746)  -0.0001
H (17.650, -9.268, 24.223)  0.0001
C (17.973, -10.158, 19.236)  0.0138
H (20.052, -6.495, 21.600)  0.0751
H (15.248, -9.567, 20.395)  0.0003
H (15.912, 0.187, 21.057)  0.0000
C (20.562, -6.827, 20.696)  0.0613
C (14.421, -10.274, 20.328)  -0.0008
H (18.802, -12.715, 22.286)  0.0005
H (15.644, -0.881, 25.722)  0.0000
H (15.445, -7.523, 19.077)  -0.0003
H (17.428, -10.993, 19.677)  0.0425
O (17.244, -8.296, 21.960)  0.0012
H (13.394, -9.968, 22.287)  0.0000
H (14.462, -6.924, 17.848)  0.0000
H (16.662, -8.125, 25.424)  0.0002
H (13.547, -11.621, 21.559)  0.0002
H (12.878, -1.515, 25.421)  0.0000
H (16.536, -5.181, 25.324)  0.0001
H (17.753, -13.554, 24.310)  0.0004
H (16.295, -7.128, 27.976)  0.0000
H (14.872, -10.710, 22.441)  0.0002
C (17.376, -12.602, 23.938)  -0.0005
H (16.513, -4.450, 23.743)  0.0000
S (13.006, -8.393, 19.141)  0.0001
C (16.700, -11.240, 27.479)  0.0000
O (20.931, -0.761, 20.710)  0.0001
S (15.976, -11.830, 25.975)  0.0000
C (13.825, -1.520, 25.961)  0.0000
H (14.569, -6.608, 24.770)  0.0000
H (14.059, -2.474, 26.433)  0.0000
H (20.923, -3.330, 21.999)  0.0002
O (15.587, -13.292, 26.172)  0.0000
H (15.171, -8.673, 27.008)  0.0000
O (15.554, -6.819, 27.450)  0.0000
O (15.559, -6.811, 22.946)  0.0000
O (15.059, -10.832, 25.458)  0.0000
O (18.421, -0.621, 21.362)  0.0000
H (18.305, -9.047, 20.811)  0.0016
H (19.914, -6.945, 19.828)  -0.0090
C (14.588, -7.865, 27.450)  0.0000
H (17.566, -11.885, 27.629)  0.0000
O (14.887, -1.080, 25.166)  0.0000
S (19.725, -1.597, 20.784)  0.0000
O (12.856, -7.629, 20.446)  0.0001
H (14.238, -8.123, 28.449)  0.0000
H (19.920, -2.467, 23.067)  0.0000
C (18.438, -11.992, 23.016)  0.0050
H (16.405, -12.832, 23.498)  0.0001
H (14.252, -5.415, 23.510)  0.0001
H (18.094, -11.094, 22.503)  -0.0032
C (17.324, -1.305, 22.026)  0.0000
C (15.036, -5.986, 24.007)  0.0000
H (15.833, -9.026, 24.217)  0.0001
C (14.677, -7.852, 18.377)  0.0004
H (19.317, -11.756, 23.617)  0.0002
C (19.919, -2.911, 22.071)  -0.0005
O (19.298, -2.197, 19.509)  0.0000
H (15.096, -8.657, 17.773)  -0.0004
H (20.935, -8.653, 20.979)  -0.0083
O (12.026, -8.505, 18.087)  0.0000
H (13.620, -7.734, 26.966)  0.0000
H (21.192, -5.943, 20.593)  0.0208
H (16.025, -11.362, 28.327)  0.0000
C (15.869, -4.816, 24.543)  -0.0001
O (21.480, -7.864, 21.020)  0.4445
H (15.223, -4.057, 24.983)  0.0000
H (17.360, -9.293, 18.984)  0.0063
H (16.972, -10.200, 27.295)  0.0000
H (18.417, -10.601, 18.344)  0.0117
H (13.530, -0.900, 26.808)  0.0000
C (16.088, -0.859, 21.308)  0.0000
H (14.822, -11.211, 19.942)  0.0008
H (17.209, -0.954, 23.051)  0.0000
H (17.366, -2.375, 21.818)  0.0000
O (17.352, -11.779, 25.051)  0.0002
O (13.342, -10.031, 19.530)  0.0010

The net charge is +1. The expectation value of S² is 0.756. The LUMO energy (alpha / beta) comes out at -2.8 / -9.9 eV. Its spin multiplicity is 2. For the HOMO energy (alpha / beta), the calculation gives -12.413 / -12.413 eV. The calculation puts the orbital gap (alpha / beta) at 9.634 / 2.465 eV. As for the largest force on an atom: 0.098 hartree/bohr.